(1)
The following is a DFT calculation (ωB97M-V with the def2-TZVPD basis set) of 2 unconnected molecules or ions with the total composition C3H10N2O at a distorted geometry.

ORCA input file:
```
! wB97M-V def2-TZVPD RIJCOSX def2/J DEFGRID3
* xyz -1 2
C 0.20 1.37 -0.95
C -0.57 0.72 -1.84
N 1.47 0.84 -0.41
H -0.13 2.32 -0.54
H -1.64 1.11 -2.11
H -0.30 -0.21 -2.31
H 1.27 -0.63 1.01
H 1.86 0.14 -1.07
H 2.20 1.56 -0.26
N -1.29 -0.42 1.23
C -0.51 -1.59 1.11
O 0.80 -1.24 1.53
H -1.25 -0.01 2.18
H -0.88 0.40 0.57
H -0.92 -2.35 1.81
H -0.29 -2.00 0.05
*
```

Summary:
**Energy**: -8297.47358 eV
**⟨S²⟩**: 0.753
**Gap between HOMO and LUMO (spin up / spin down)**: 2.92 / 7.70 eV
**E_HOMO (spin up / spin down)**: 1.44 / -3.49 eV
**M**: 90.1 u



(2)
The following is a DFT calculation (ωB97M-V with the def2-TZVPD basis set) of C5H7F in the gas phase at a distorted geometry.

ORCA input file:
```
! wB97M-V def2-TZVPD RIJCOSX def2/J DEFGRID3
* xyz 0 1
C 2.37 -0.68 0.18
C 1.33 0.43 -0.11
C -0.06 0.31 -0.29
C -0.99 -0.88 -0.11
C -2.30 -0.66 0.09
H 2.93 -0.86 -0.85
H 2.99 -0.37 1.06
H 1.93 -1.76 0.11
H 1.77 1.52 0.23
H -0.70 -1.88 -0.25
H -2.73 -1.57 0.18
H -2.81 0.36 0.72
F -0.61 1.50 0.03
*
```

Summary:
**Energy**: -8012.02521 eV
**Gap between HOMO and LUMO**: 9.03 eV
**E_HOMO**: -8.54 eV
**M**: 86.1 u



(3)
The following is a DFT calculation (ωB97M-V with the def2-TZVPD basis set) of 2 unconnected molecules or ions with the total composition ClO2S2 at a distorted geometry.

ORCA input file:
```
! wB97M-V def2-TZVPD RIJCOSX def2/J DEFGRID3
* xyz -1 1
O 0.28 -0.40 1.12
O -1.82 -0.47 -0.33
S 0.43 -1.71 -1.38
S -0.41 -0.43 -0.16
Cl 2.66 3.69 0.11
*
```

Summary:
**Energy**: -38287.54761 eV
**Gap between HOMO and LUMO (spin up / spin down)**: 3.17 / 3.17 eV
**E_HOMO (spin up / spin down)**: -3.67 / -3.67 eV
**M**: 131.6 u



(4)
The following is a DFT calculation (ωB97M-V with the def2-TZVPD basis set) of a molecular structure, C3H6O3Tl at a distorted geometry.

ORCA input file:
```
! wB97M-V def2-TZVPD RIJCOSX def2/J DEFGRID3
* xyz 1 1
O -0.30 -0.21 0.93
C -1.30 0.58 0.30
C -0.78 1.12 -1.03
O 0.52 1.62 -0.84
C 1.52 0.62 -0.60
Tl 0.83 -1.49 -0.21
H -1.41 1.39 1.03
H -1.42 1.96 -1.33
H -0.82 0.39 -1.85
H 2.20 0.99 0.18
H 2.17 0.67 -1.50
H -2.29 0.12 0.18
O -0.70 -1.81 0.84
*
```

Summary:
**Energy**: -14028.60252 eV
**Gap between HOMO and LUMO**: 7.77 eV
**E_HOMO**: -14.75 eV
**M**: 294.5 u



(5)
The following is a DFT calculation (ωB97M-V with the def2-TZVPD basis set) of 8 unconnected molecules or ions with the total composition H17O8 at a distorted geometry.

ORCA input file:
```
! wB97M-V def2-TZVPD RIJCOSX def2/J DEFGRID3
* xyz 1 1
O 1.12 2.33 0.42
H 1.73 1.63 0.13
H 1.67 3.10 0.59
O -0.05 -0.98 2.94
H 0.61 -1.68 2.77
H 0.25 -0.53 3.74
O 0.08 1.09 -2.41
H -0.68 1.60 -2.12
H 0.49 1.70 -3.04
O -1.88 -2.27 -0.70
H -1.19 -2.68 -1.23
H -2.66 -2.73 -1.00
O 1.09 -3.46 3.24
H 1.72 -4.06 2.81
H 0.49 -4.15 3.57
O 1.11 -0.71 -0.46
H 1.14 -0.32 -1.36
H 1.63 -1.52 -0.54
O -0.93 3.68 -3.88
H -1.87 3.82 -4.08
H -0.56 4.22 -4.59
O -0.71 0.39 0.96
H -0.47 -0.12 0.14
H -0.34 -0.06 1.86
H 0.00 1.08 0.95
*
```

Summary:
**Energy**: -16650.15277 eV
**Gap between HOMO and LUMO**: 11.51 eV
**E_HOMO**: -14.33 eV
**M**: 145.1 u



(6)
The following is a DFT calculation (ωB97M-V with the def2-TZVPD basis set) of C21H19N9 in the gas phase at a distorted geometry.

ORCA input file:
```
! wB97M-V def2-TZVPD RIJCOSX def2/J DEFGRID3
* xyz 0 1
N 7.05 2.95 -0.04
N 6.11 2.73 -0.92
N 0.46 -0.12 0.82
N -0.84 0.39 -0.94
N 2.45 2.08 -3.08
N 2.73 1.42 -0.31
C 0.43 0.46 -0.36
C -1.60 -0.28 -0.11
C 1.43 1.59 -2.34
C 1.56 1.17 -0.97
C 3.59 2.28 -2.43
C 3.76 2.01 -1.02
C -5.73 -0.92 2.83
C 6.50 2.02 3.53
C 5.21 1.57 3.43
C -5.40 0.33 2.29
C -5.18 -2.08 2.24
C 7.20 2.48 2.43
C 4.57 1.58 2.16
C -4.53 0.42 1.20
C -4.30 -1.99 1.17
C 6.56 2.47 1.16
C 5.27 2.06 1.04
C -3.98 -0.73 0.60
N 4.53 2.86 -3.26
N 4.98 2.23 -0.33
N -0.82 -0.59 1.01
C -1.32 -1.11 2.31
C -2.93 -1.88 -1.46
C -3.00 -0.64 -0.52
H 0.42 1.52 -2.83
H -6.38 -1.00 3.68
H 7.02 2.02 4.46
H 4.63 1.29 4.33
H -5.79 1.26 2.65
H -5.43 -3.04 2.63
H 8.23 2.83 2.48
H 3.51 1.30 2.09
H -4.34 1.39 0.79
H -3.83 -2.89 0.82
H 4.18 3.32 -4.09
H 5.37 3.22 -2.80
H -1.81 -2.07 2.15
H -2.02 -0.45 2.79
H -0.48 -1.27 2.97
H -3.96 -2.16 -1.79
H -2.46 -2.71 -0.96
H -2.35 -1.58 -2.36
H -3.35 0.18 -1.15
*
```

Summary:
**Energy**: -35495.37835 eV
**Gap between HOMO and LUMO**: 7.73 eV
**E_HOMO**: -7.80 eV
**M**: 397.4 u



(7)
The following is a DFT calculation (ωB97M-V with the def2-TZVPD basis set) of a molecular structure, C4H4N2O2 at a distorted geometry.

ORCA input file:
```
! wB97M-V def2-TZVPD RIJCOSX def2/J DEFGRID3
* xyz 0 1
C -1.18 0.57 -0.27
C 0.90 -0.37 -0.46
C 1.65 -0.69 0.84
C 0.15 0.56 0.25
H -2.10 1.62 0.97
H -1.56 -0.38 -2.25
H 1.24 -1.56 1.62
H 2.96 -0.54 0.91
N -0.94 -0.17 -1.47
N 0.22 -0.83 -1.54
O -2.33 1.23 0.06
O 0.99 0.57 1.34
*
```

Summary:
**Energy**: -11282.56379 eV
**Gap between HOMO and LUMO**: 8.79 eV
**E_HOMO**: -8.35 eV
**M**: 112.1 u



(8)
The following is a DFT calculation (ωB97M-V with the def2-TZVPD basis set) of a molecular structure, C2H8FNSi at a distorted geometry.

ORCA input file:
```
! wB97M-V def2-TZVPD RIJCOSX def2/J DEFGRID3
* xyz 0 3
C 0.54 0.11 1.56
C -0.44 -1.48 -0.16
N 0.46 -0.33 0.15
F -1.00 0.45 -2.31
Si -0.07 1.38 -1.38
H 1.19 0.93 1.70
H -0.44 0.32 1.97
H 0.98 -0.59 2.36
H -1.49 -1.12 0.18
H -0.39 -1.46 -1.24
H 0.05 -2.36 0.30
H -0.67 2.75 -1.34
H 1.28 1.40 -1.78
*
```

Summary:
**Energy**: -14285.36199 eV
**⟨S²⟩**: 2.006
**Gap between HOMO and LUMO (spin up / spin down)**: 6.34 / 8.97 eV
**E_HOMO (spin up / spin down)**: -5.42 / -10.43 eV
**M**: 93.2 u



(9)
The following is a DFT calculation (ωB97M-V with the def2-TZVPD basis set) of a molecular structure, C12H18Ag2FO6 at a distorted geometry.

ORCA input file:
```
! wB97M-V def2-TZVPD RIJCOSX def2/J DEFGRID3
* xyz 3 3
Ag -9.55 -12.16 10.92
Ag -7.47 -13.83 8.77
F -8.76 -11.95 8.81
O -5.97 -12.24 7.77
C -5.54 -11.35 7.08
O -5.75 -11.31 5.76
C -5.04 -10.16 5.20
C -3.91 -9.95 6.19
C -4.58 -10.27 7.51
H -5.65 -9.26 5.03
H -4.59 -10.45 4.26
H -3.37 -9.01 6.19
H -3.09 -10.66 6.01
H -5.18 -9.40 7.82
H -3.91 -10.56 8.32
O -9.57 -7.74 5.94
C -9.07 -7.69 7.06
O -7.89 -7.23 7.30
C -7.68 -7.20 8.75
C -9.08 -7.14 9.32
C -9.82 -8.06 8.34
H -7.00 -6.39 9.00
H -7.13 -8.07 9.14
H -9.38 -6.09 9.29
H -9.13 -7.51 10.34
H -10.89 -7.83 8.27
H -9.80 -9.11 8.66
O -8.21 -13.89 6.35
C -9.01 -13.52 5.50
O -9.88 -14.26 4.91
C -10.79 -13.48 4.11
C -10.43 -12.05 4.48
C -9.01 -12.05 5.03
H -11.79 -13.78 4.38
H -10.64 -13.72 3.05
H -11.19 -11.73 5.20
H -10.46 -11.23 3.75
H -8.77 -11.42 5.88
H -8.26 -12.00 4.22
*
```

Summary:
**Energy**: -35702.85552 eV
**⟨S²⟩**: 2.012
**Gap between HOMO and LUMO (spin up / spin down)**: 8.57 / 4.66 eV
**E_HOMO (spin up / spin down)**: -18.89 / -18.80 eV
**M**: 493.0 u



(10)
The following is a DFT calculation (ωB97M-V with the def2-TZVPD basis set) of a molecular structure, C8H9BCuN13 at a distorted geometry.

ORCA input file:
```
! wB97M-V def2-TZVPD RIJCOSX def2/J DEFGRID3
* xyz -1 2
Cu -0.68 -0.22 -0.63
B -0.01 1.63 2.23
N -1.15 0.60 2.19
C -1.83 0.20 3.27
C -2.74 -0.78 2.87
C -2.58 -0.88 1.49
N -1.64 -0.03 1.05
N 0.65 1.99 0.86
C 1.68 2.87 0.69
C 1.99 2.94 -0.63
C 1.10 2.07 -1.27
N 0.30 1.52 -0.39
H 0.89 1.22 2.89
H -0.50 2.68 2.67
H -1.66 0.64 4.24
H -3.40 -1.36 3.51
H -3.09 -1.55 0.77
H 2.12 3.45 1.52
H 2.69 3.57 -1.13
H 1.00 1.86 -2.35
N 1.28 -2.23 -2.49
C 0.36 -1.42 -3.12
N 0.35 -1.22 -4.43
N -0.69 -0.42 -4.64
N -1.36 -0.18 -3.53
N -0.67 -0.77 -2.53
C 1.19 -2.49 -1.14
N 1.73 -3.52 -0.51
N 1.47 -3.36 0.80
N 0.82 -2.24 0.99
N 0.61 -1.66 -0.19
H 1.75 -2.93 -3.05
*
```

Summary:
**Energy**: -73130.61548 eV
**⟨S²⟩**: 0.753
**Gap between HOMO and LUMO (spin up / spin down)**: 8.22 / 6.71 eV
**E_HOMO (spin up / spin down)**: -5.23 / -5.25 eV
**M**: 361.6 u